[1]
Computed, not measured: a molecular structure, C18H12IrN5O3SSe in a non-equilibrium geometry, with wB97M-V/def2-TZVPD.

HOMO energy (alpha / beta) ... -4.18 / -4.07 eV
Expectation value of S² ... 0.75
Charge ... -1
Calculated total energy ... -111478.3190 eV
Spin multiplicity ... 2
Energy above the lowest of the compared OMol25 structures with the same formula, charge and spin ... 0.242 eV
Frontier orbital gap (alpha / beta) ... 6.650 / 6.000 eV

Cartesian coordinates (Å):
Ir: 0.44492 -0.70494 0.33725
Se: 0.38272 1.25819 -1.02098
S: 0.09565 -3.45485 2.61106
O: 2.49999 -2.70576 -2.59377
O: -0.08062 -3.03113 4.00885
O: 2.25642 0.57930 3.76421
N: 0.06120 -2.50163 1.50455
N: 1.87206 -0.11876 1.58731
N: 1.96388 -1.48405 -0.69250
N: -0.71636 0.24721 1.81749
N: -0.62042 -1.75123 -1.14460
C: 0.22324 -2.42805 -1.94492
C: -2.45906 -2.89220 -2.12902
C: 5.60084 -0.87380 -0.16370
C: 3.15356 -0.35438 1.05658
C: -2.02935 0.44541 1.87332
C: 1.72108 -2.20457 -1.78303
C: 1.53791 0.29846 2.80903
C: -1.59636 -3.59060 -2.95932
C: 4.43163 -1.32774 -0.76465
C: -1.92752 -1.98028 -1.23595
C: 0.02728 0.45306 2.91962
C: 5.55183 -0.17048 1.02793
C: -0.23733 -3.34905 -2.86780
C: -1.91484 0.99196 4.18875
C: 3.20290 -1.07285 -0.16828
C: 4.33152 0.08926 1.64214
C: -2.67126 0.81668 3.04049
C: -0.54359 0.82427 4.12132
H: 0.11173 0.95501 4.97032
H: 6.46566 0.18354 1.48939
H: -1.98069 -4.31859 -3.66237
H: -3.74376 0.95262 3.04273
H: -2.55622 -1.40783 -0.56830
H: -2.56638 0.31090 0.94389
H: 4.27541 0.62174 2.57982
H: -3.52821 -3.04791 -2.16260
H: 0.49719 -3.85291 -3.48001
H: 6.55399 -1.07645 -0.63689
H: 4.45230 -1.87862 -1.69259
H: -2.39066 1.26027 5.12324

[2]
Computed, not measured: 2 unconnected molecules or ions with the total composition C2H3FINO in a non-equilibrium geometry, with wB97M-V/def2-TZVPD.

HOMO energy (alpha / beta) ... -8.13 / -8.50 eV
Charge ... 0
Calculated total energy ... -16474.2773 eV
Spin multiplicity ... 1
Energy above the lowest of the compared OMol25 structures with the same formula, charge and spin ... 2.966 eV
Frontier orbital gap (alpha / beta) ... 7.405 / 8.061 eV

Cartesian coordinates (Å):
I: 3.13946 -0.04214 -0.00143
F: -1.66223 -0.87460 0.52396
O: 0.62764 1.69935 0.01967
N: 1.50760 -1.16775 0.00282
C: -1.37067 0.22417 -0.22716
C: -0.02316 0.72907 0.03886
H: -2.16216 0.96607 -0.04165
H: 1.30731 -1.44145 0.96233
H: -1.36379 -0.09274 -1.27739

[3]
Computed, not measured: a molecular structure, C2H7N in a non-equilibrium geometry, with wB97M-V/def2-TZVPD.

HOMO energy ... -9.26 eV
Charge ... 0
Calculated total energy ... -3673.7912 eV
Spin multiplicity ... 1
Energy above the lowest of the compared OMol25 structures with the same formula, charge and spin ... 3.691 eV
Frontier orbital gap ... 10.228 eV

Cartesian coordinates (Å):
N: 0.09718 1.21388 0.72860
C: -0.18146 -1.28401 -0.22272
C: 0.04192 0.29340 -0.48463
H: 1.05649 0.18534 -0.88161
H: -0.73987 -1.51093 0.69154
H: -0.44048 0.51758 -1.43623
H: 0.86241 0.87824 1.30212
H: -0.63833 -1.82383 -1.05705
H: -0.86253 0.63146 0.39456
H: 0.82801 -1.63463 -0.04972

[4]
Computed, not measured: a single C20H24ClN3O2 molecule in a non-equilibrium geometry, with wB97M-V/def2-TZVPD.

HOMO energy ... -8.05 eV
Charge ... 0
Structure (SMILES) ... CCCCN(CC)CCNC(=O)c1cc2cc3ccc(Cl)cc3nc2o1
Calculated total energy ... -42218.0473 eV
Spin multiplicity ... 1
Energy above the lowest of the compared OMol25 structures with the same formula, charge and spin ... 0.221 eV
Frontier orbital gap ... 7.455 eV

Cartesian coordinates (Å):
Cl: -3.97349 5.60913 -3.47237
O: -1.35299 -0.29783 0.06956
O: -0.33958 -2.20460 2.91364
N: -2.17672 1.55177 -1.07969
N: 2.62722 -2.69248 -0.32642
N: -0.25315 -2.65678 0.68741
C: -3.97197 5.28446 -0.79530
C: -2.81601 2.60317 1.49605
C: -3.70971 4.60024 0.35442
C: -1.24693 -0.63380 1.39787
C: 2.81498 -0.52527 0.86938
C: -3.03782 3.48683 -2.12081
C: 2.67231 -3.35530 -1.61026
C: 1.42826 -3.24307 -2.50403
C: -0.57178 -1.89987 1.75836
C: -3.09881 3.32573 0.32492
C: 2.90646 0.98672 0.65675
C: 0.59922 -3.81234 0.78965
C: 2.36523 -1.26675 -0.39082
C: -2.21949 1.37099 1.35414
C: -1.93379 0.91403 0.02767
C: -2.75872 2.76027 -0.94530
C: 1.54453 1.65069 0.48567
C: -1.75172 0.33222 2.21105
C: 2.10632 -3.44381 0.78316
C: -3.62930 4.71613 -2.03692
H: 2.30978 -2.88294 1.69569
H: 1.31051 -1.02840 -0.59519
H: 1.19708 -2.20183 -2.71465
H: 0.38070 -4.29814 1.74403
H: 3.52076 -2.93238 -2.16254
H: 1.03816 1.29036 -0.40629
H: -3.06035 3.01093 2.46612
H: 3.79801 -0.90612 1.15362
H: 1.62293 -3.74437 -3.44908
H: 2.95299 -0.89060 -1.23510
H: 2.12365 -0.71829 1.69226
H: 3.52581 1.19483 -0.21861
H: -3.96751 5.02567 1.31330
H: 1.65709 2.72901 0.39460
H: 3.40251 1.42783 1.52438
H: 0.91490 1.44666 1.35008
H: -2.77332 3.04502 -3.06733
H: 0.55854 -3.70884 -2.04852
H: -1.77829 0.29954 3.28067
H: -0.43448 -2.28064 -0.23087
H: 2.66517 -4.38392 0.83829
H: 0.36191 -4.49963 -0.02358
H: -4.43861 6.25650 -0.77133
H: 2.88951 -4.41072 -1.42771

- Look up the calculated total energy of the first one.
  -111478.3190 eV

- Among the records above, which one has the lowest charge?
  C18H12IrN5O3SSe